101
Properties=species:S:1:pos:R:3:forces:R:3:lowdin_charge:R:1 method="wB97M-V/def2-TZVPD" multiplicity=1 total_charge=+1 e_homo_ev=-10.34 relative_energy_kj_mol=0.0 homo_lumo_gap_ev=7.62 molar_mass_g_mol=931.19 e_tot_ev=-111468.0183
Pd 0.25336 -0.11690 -0.28965 0.30 0.55 -0.29 0.572
N 1.61445 2.08435 -4.11546 -0.09 0.05 0.11 0.156
C 2.07638 2.24510 -2.67036 0.08 -0.05 -0.08 -0.459
C 3.25039 3.21462 -2.62258 0.01 -0.06 -0.03 -0.070
P 2.45304 0.50579 -2.14579 -0.37 -0.25 -0.08 0.312
O 3.92241 0.27151 -2.74702 0.14 0.04 0.22 -0.117
O 1.44494 -0.26244 -2.94929 0.23 0.00 -0.01 -0.342
O 2.46865 0.34284 -0.64096 -0.28 -0.14 -0.34 -0.374
P 0.53420 2.88409 -1.80417 -0.31 -0.22 -0.05 0.364
O 1.13241 4.22848 -1.21647 -0.10 0.26 0.12 -0.118
O -0.44975 3.09577 -2.91079 0.24 -0.05 0.06 -0.303
O 0.10173 1.99096 -0.65454 0.16 0.10 -0.02 -0.408
H 2.34193 2.31122 -4.78908 0.00 0.06 0.03 0.161
H 0.75818 2.67365 -4.20690 0.04 -0.04 -0.01 0.121
H 1.33720 1.08727 -4.20454 -0.02 0.00 0.02 0.118
H 4.07734 2.83638 -3.22610 0.00 -0.01 0.00 0.084
H 3.59996 3.32329 -1.59923 0.00 0.00 0.06 0.071
H 2.96052 4.20549 -2.97003 0.00 0.01 -0.01 0.092
H 4.54405 -0.09143 -2.10262 -0.06 0.05 -0.04 0.090
H 0.61325 4.66351 -0.51446 0.05 -0.11 0.01 0.070
C -0.97389 -2.60292 1.27846 0.08 0.04 0.13 -0.353
C -2.28068 -1.87631 0.93468 -0.03 0.07 0.07 -0.320
P -1.93636 -0.32665 -0.01121 0.02 -0.06 0.23 0.967
C -2.91118 -0.36518 -1.52240 0.17 0.06 -0.12 -0.351
C -2.44269 0.37538 -2.60859 -0.08 -0.08 0.04 -0.104
C -3.16770 0.39044 -3.78939 0.00 -0.01 -0.02 -0.054
C -4.33989 -0.34642 -3.89612 0.02 0.00 0.04 -0.063
C -4.80370 -1.08291 -2.81416 0.00 0.00 -0.02 -0.064
C -4.09446 -1.08896 -1.62305 -0.04 0.03 -0.03 -0.072
C -2.51253 1.09919 0.93618 0.01 -0.06 0.00 -0.343
C -2.50360 1.08680 2.32974 -0.04 -0.01 0.01 -0.127
C -2.84033 2.23305 3.03435 -0.01 0.01 0.02 -0.072
C -3.17254 3.39615 2.35344 0.01 -0.05 -0.04 -0.063
C -3.17702 3.41095 0.96456 -0.02 0.03 0.02 -0.056
C -2.84879 2.26855 0.25351 0.01 0.02 0.05 -0.078
P 0.15534 -2.32730 -0.13021 0.02 -0.05 -0.08 0.924
C 1.73352 -3.15455 0.11373 0.01 0.03 0.12 -0.328
C 2.51212 -2.81648 1.22298 -0.04 -0.01 -0.05 -0.092
C 3.73983 -3.42824 1.41259 -0.03 0.02 0.00 -0.067
C 4.20264 -4.35920 0.49115 -0.01 0.00 -0.01 -0.068
C 3.43927 -4.67973 -0.62207 0.01 0.00 0.01 -0.066
C 2.20329 -4.08035 -0.81466 -0.01 0.01 0.02 -0.068
C -0.67848 -3.16019 -1.49754 0.01 0.12 -0.07 -0.368
C -0.73848 -2.53396 -2.73989 -0.03 -0.05 0.00 -0.089
C -1.42982 -3.13709 -3.78292 0.01 -0.03 0.07 -0.055
C -2.05461 -4.35934 -3.58626 0.02 0.03 -0.01 -0.062
C -1.97969 -4.99410 -2.35123 -0.01 -0.01 0.01 -0.065
C -1.29242 -4.39865 -1.30692 -0.02 -0.01 -0.05 -0.087
H -1.13906 -3.65904 1.48737 0.01 -0.02 -0.01 0.091
H -0.51100 -2.15182 2.15839 0.01 -0.07 -0.01 0.034
H -2.84303 -1.63699 1.83651 -0.06 -0.01 -0.03 0.089
H -2.90524 -2.50768 0.30525 -0.01 -0.02 -0.01 0.071
H -1.52387 0.94311 -2.52209 -0.02 0.02 -0.06 0.070
H -2.81705 0.97683 -4.62839 0.02 0.01 0.01 0.113
H -4.89754 -0.34202 -4.82320 -0.01 0.00 0.00 0.110
H -5.72239 -1.64851 -2.89401 0.00 0.00 -0.01 0.110
H -4.47819 -1.64886 -0.78031 -0.02 -0.02 0.00 0.105
H -2.21762 0.19651 2.87380 -0.01 0.01 0.00 0.082
H -2.83756 2.21654 4.11631 0.00 0.00 0.00 0.111
H -3.42581 4.29118 2.90542 0.00 0.01 0.00 0.112
H -3.43038 4.31708 0.43095 0.01 0.00 0.00 0.115
H -2.83589 2.29643 -0.82769 -0.01 0.01 -0.01 0.103
H 2.16249 -2.06467 1.92122 0.05 -0.03 0.01 0.041
H 4.33977 -3.17448 2.27632 0.00 0.00 0.01 0.108
H 5.16343 -4.83376 0.64084 0.00 0.00 0.00 0.109
H 3.80309 -5.40038 -1.34199 0.00 0.00 0.00 0.110
H 1.60815 -4.33028 -1.68302 0.01 -0.01 -0.01 0.106
H -0.23388 -1.58661 -2.88244 -0.02 -0.01 -0.02 0.064
H -1.48168 -2.64547 -4.74525 0.00 0.00 -0.01 0.112
H -2.59848 -4.82492 -4.39767 -0.01 -0.01 0.00 0.110
H -2.45740 -5.95346 -2.20353 0.00 0.00 0.00 0.109
H -1.23278 -4.90511 -0.35134 -0.01 -0.01 0.01 0.109
C 1.50668 0.58605 6.29471 0.04 0.02 -0.02 -0.107
C 2.89309 1.10885 5.93878 -0.02 -0.01 0.02 -0.235
C 3.16518 1.10766 4.43996 -0.01 -0.06 0.07 -0.198
N 2.28649 2.02901 3.73087 -0.01 0.03 -0.05 0.035
C 1.32485 1.69339 2.88263 -0.10 -0.03 -0.13 -0.753
S 0.79807 0.12920 2.60162 0.09 -0.10 0.28 0.739
N 0.67848 2.71079 2.20450 0.08 0.04 0.13 0.126
C 1.11204 3.96678 1.81116 -0.05 -0.03 -0.06 -0.401
O 0.28987 4.77222 1.41618 0.03 0.01 -0.04 0.087
C 2.57510 4.24329 1.77445 0.03 -0.16 -0.04 -0.172
C 3.44854 3.28078 1.26412 -0.01 0.00 0.03 -0.043
C 4.79694 3.57468 1.16091 0.06 0.07 0.00 -0.065
C 5.27676 4.81471 1.57529 -0.06 -0.05 -0.01 -0.062
C 4.40373 5.77016 2.07523 0.02 -0.03 -0.02 -0.058
C 3.04721 5.48965 2.16191 -0.04 0.07 0.02 -0.008
H 1.34685 0.61831 7.37168 -0.01 -0.01 0.00 0.074
H 1.38226 -0.44436 5.95907 -0.01 0.00 0.00 0.070
H 0.72628 1.18458 5.82116 -0.01 -0.01 0.00 0.063
H 3.66133 0.49566 6.41479 0.01 0.01 0.01 0.112
H 3.02482 2.12391 6.32533 0.01 -0.01 0.01 0.109
H 3.00748 0.11501 4.02023 0.01 0.04 -0.01 0.083
H 4.19456 1.41140 4.23815 0.00 0.00 -0.03 0.125
H 2.50648 3.00909 3.82206 -0.02 0.04 0.02 0.147
H -0.20987 2.43952 1.79760 -0.01 0.04 -0.02 0.099
H 3.07300 2.31600 0.93337 0.00 0.02 -0.02 0.106
H 5.47872 2.83735 0.75636 0.00 0.00 0.00 0.111
H 6.33316 5.03619 1.50017 0.00 0.00 0.00 0.109
H 4.77712 6.73567 2.38816 -0.01 0.00 0.00 0.111
H 2.34864 6.23351 2.52375 0.00 -0.01 0.00 0.126



31
Properties=species:S:1:pos:R:3:forces:R:3:lowdin_charge:R:1 method="wB97M-V/def2-TZVPD" smiles="N[C@@H](Cc1c[nH]cn1)C(=O)N[C@@H](CO)C(=O)O" multiplicity=1 total_charge=0 e_homo_ev=-8.95 relative_energy_kj_mol=234.5 homo_lumo_gap_ev=9.45 molar_mass_g_mol=242.23 e_tot_ev=-23709.5056
N 0.53168 -0.34396 0.89839 -0.57 -0.73 0.01 0.025
C -0.82089 0.08186 0.55593 -1.12 0.90 -0.55 -0.268
C -0.71980 1.59537 0.16766 -0.23 -0.17 0.41 -0.101
C -0.50048 2.42364 1.39165 -1.22 -0.27 -1.42 -0.358
C -1.43129 2.78314 2.32544 0.09 0.92 0.43 -0.041
N -0.80810 3.78051 3.05637 -0.37 -1.23 -0.59 0.053
C 0.43184 3.93105 2.54392 0.52 0.63 0.26 -0.195
N 0.61638 3.16432 1.50259 0.86 0.10 0.66 0.102
C -1.49916 -0.63200 -0.69971 -0.98 0.98 2.98 -0.436
O -2.72160 -0.56053 -0.85260 1.63 -0.06 -0.09 0.046
N -0.65806 -1.18225 -1.56599 0.00 -2.43 -2.15 0.129
C 0.70384 -1.72087 -1.52141 -0.09 0.68 -0.44 -0.210
C 0.96499 -3.10784 -0.83366 0.22 -0.33 1.63 -0.198
O 0.06782 -4.15380 -1.19128 1.27 0.46 -1.29 -0.043
C 1.07302 -1.77371 -3.04360 1.98 -0.74 0.89 -0.391
O 0.30362 -2.10410 -3.89806 0.84 0.64 0.23 0.141
O 2.47386 -1.57993 -3.24622 -2.61 -0.53 0.10 0.079
H 0.41504 -1.23169 1.43677 0.87 1.53 -0.04 0.104
H 0.97743 0.46123 1.35170 0.05 -1.02 0.43 0.085
H -1.43881 0.01598 1.50466 -0.09 -0.06 -1.53 0.152
H -1.55993 2.06561 -0.33209 -0.77 -0.80 -0.01 0.122
H 0.06121 1.79362 -0.56490 0.55 -0.39 0.27 0.121
H -2.49394 2.68469 2.53071 0.35 -0.71 -0.43 0.127
H -1.30458 4.06536 3.86453 0.46 0.99 0.83 0.135
H 1.20029 4.59557 2.89749 -0.23 0.21 0.32 0.115
H -1.11772 -1.61672 -2.37543 -0.30 0.44 0.47 0.149
H 1.22266 -0.96268 -0.93823 0.83 -0.29 -0.36 0.115
H 0.76310 -3.04571 0.24343 -0.02 0.71 -0.18 0.103
H 2.08720 -3.43068 -0.78453 -1.70 0.61 -0.91 0.156
H 0.36980 -4.39859 -2.08215 -0.63 -0.36 0.18 0.095
H 2.81059 -1.59688 -2.34135 0.40 0.30 -0.12 0.088



117
Properties=species:S:1:pos:R:3:forces:R:3:lowdin_charge:R:1 method="wB97M-V/def2-TZVPD" multiplicity=1 total_charge=0 e_homo_ev=-9.28 homo_lumo_gap_ev=8.74 molar_mass_g_mol=1444.77 e_tot_ev=-878381.6789
C -4.01453 35.92142 -27.43403 -0.53 -0.28 -0.43 -1.553
Br -5.19817 34.44586 -26.85543 0.62 0.82 -0.35 0.497
Br -5.00077 37.59364 -27.40001 0.34 -0.39 -0.05 0.576
Br -3.21629 35.56638 -29.18592 -0.37 0.07 0.61 0.558
H -3.18980 35.99823 -26.73915 -0.12 -0.10 0.16 -0.083
C -2.75647 34.71180 -23.24971 0.14 0.07 -0.24 -1.556
Br -1.88300 33.91189 -24.79744 -0.12 0.52 0.37 0.551
Br -3.73828 36.33704 -23.75398 0.45 -0.61 0.33 0.575
Br -1.51849 34.95093 -21.76937 -0.35 0.13 -0.46 0.586
H -3.47914 33.98323 -22.90981 -0.13 0.09 -0.04 -0.087
C -6.90684 31.62885 -25.24179 0.09 0.22 0.91 -1.462
Br -6.41100 29.76354 -25.03980 -0.56 0.36 -0.31 0.651
Br -6.00178 32.63999 -23.80462 -0.21 -0.43 -0.59 0.606
Br -8.80438 32.00812 -25.13723 0.52 -0.36 -0.27 0.757
H -6.57624 31.97658 -26.21193 0.22 -0.03 0.07 -0.084
C -3.05715 29.87123 -26.40636 0.81 0.45 -0.01 -1.552
Br -2.91679 30.51551 -24.56864 0.05 -0.39 -0.60 0.503
Br -1.34686 29.08938 -26.98350 -0.73 0.15 0.26 0.548
Br -3.55155 31.29369 -27.64961 -0.02 -0.45 0.50 0.531
H -3.82850 29.11574 -26.42275 0.04 -0.05 -0.10 -0.061
C -5.76400 32.60242 -32.60411 -0.02 0.77 0.01 -0.120
C -6.90001 31.98392 -31.80198 0.35 -0.29 0.25 -0.272
C -7.28268 32.83233 -30.58040 -0.14 0.59 -0.75 -0.232
C -8.52278 32.34848 -29.82208 1.10 -0.16 0.22 -0.214
C -8.22004 31.10832 -28.97485 -1.06 0.13 0.31 -0.252
C -9.51342 30.43254 -28.45844 0.63 -0.14 -0.56 -0.110
H -5.28231 31.93103 -33.31312 -0.12 -0.15 0.05 0.067
H -4.99811 32.98704 -31.92405 0.09 -0.15 -0.03 0.065
H -6.11465 33.47454 -33.16434 -0.01 -0.04 -0.03 0.072
H -7.77383 31.82214 -32.43689 -0.04 -0.02 0.01 0.108
H -6.54241 30.99920 -31.48534 -0.27 -0.07 0.14 0.099
H -7.50079 33.84830 -30.93395 -0.01 -0.03 -0.16 0.112
H -6.39192 32.98338 -29.96236 -0.12 -0.31 0.34 0.096
H -8.86338 33.16065 -29.17721 -0.23 -0.06 0.02 0.111
H -9.29586 32.13284 -30.56208 -0.15 -0.02 0.10 0.110
H -7.67807 30.37733 -29.57499 0.12 0.00 0.03 0.101
H -7.59255 31.39633 -28.12683 0.19 -0.04 -0.08 0.074
H -10.17582 30.36529 -29.32343 -0.23 -0.23 0.17 0.070
H -9.27348 29.42550 -28.11269 -0.18 -0.04 0.04 0.067
H -10.03633 30.94713 -27.65550 0.12 0.27 -0.06 0.028
C -8.74458 27.83712 -22.85950 0.25 -0.63 -0.59 -0.129
C -9.47627 29.15881 -22.78469 -0.51 -0.19 -0.31 -0.291
C -9.08229 30.04005 -21.60982 0.55 0.09 -0.82 -0.211
C -9.96697 31.26618 -21.40595 0.22 0.38 1.26 -0.214
C -11.32686 31.11561 -20.69377 0.80 -0.02 0.32 -0.245
C -11.15689 30.77326 -19.20125 -0.02 -0.40 -0.61 -0.098
H -9.18415 27.21045 -23.64274 -0.35 -0.19 0.37 0.075
H -8.68403 27.29458 -21.91518 -0.19 -0.04 -0.03 0.074
H -7.72719 27.92384 -23.25213 0.12 0.43 0.45 0.016
H -9.33245 29.60502 -23.77421 0.16 0.55 0.32 0.039
H -10.56567 29.02108 -22.76035 0.05 -0.36 0.21 0.103
H -8.05090 30.38320 -21.77091 -0.06 0.15 -0.15 0.101
H -8.96076 29.42596 -20.71178 -0.51 0.04 0.11 0.108
H -9.38269 31.89732 -20.72179 -0.07 0.28 -0.22 0.084
H -10.12307 31.86973 -22.30188 0.26 -0.32 -0.30 0.077
H -11.78045 32.10436 -20.77710 -0.49 -0.17 -0.10 0.101
H -11.93407 30.35632 -21.18439 -0.19 0.13 0.00 0.074
H -10.73259 31.60210 -18.63580 0.01 0.06 -0.03 0.066
H -12.10062 30.47268 -18.74697 -0.03 0.11 0.06 0.067
H -10.47832 29.92101 -19.12315 0.00 0.01 0.20 0.063
C -7.97964 35.33739 -23.99134 -0.56 0.18 0.86 -0.181
C -8.77554 36.64090 -24.14505 0.11 -0.18 0.80 -0.251
C -7.94783 37.81889 -24.66296 -0.69 -0.95 -0.92 -0.224
C -8.68013 39.15293 -24.78543 1.06 0.43 0.21 -0.229
C -8.70885 39.97967 -23.50326 -0.24 0.30 -0.29 -0.273
C -9.30167 41.36857 -23.77652 -0.19 -0.22 0.58 -0.121
H -7.06274 35.43819 -23.40553 0.19 0.40 -0.31 0.037
H -7.76210 34.82962 -24.92594 0.05 0.10 -0.10 0.012
H -8.57686 34.68095 -23.34836 -0.05 -0.32 -0.36 0.042
H -9.67180 36.41594 -24.73060 0.17 0.29 -0.44 0.100
H -9.20017 36.87656 -23.16080 0.19 0.15 0.08 0.101
H -7.62958 37.52822 -25.67094 0.11 0.01 0.01 0.077
H -7.02173 37.87260 -24.08646 -0.07 0.32 0.18 0.106
H -8.14940 39.71549 -25.56199 -0.14 0.18 0.04 0.107
H -9.71449 39.06774 -25.12633 0.03 -0.38 -0.10 0.116
H -9.29802 39.39146 -22.79303 -0.12 0.41 0.24 0.104
H -7.73736 40.14919 -23.03218 0.22 -0.41 -0.28 0.106
H -8.71367 41.95398 -24.48411 0.12 -0.24 -0.14 0.070
H -10.31592 41.27972 -24.16933 -0.03 0.14 0.04 0.069
H -9.31668 41.95220 -22.85326 -0.24 0.01 -0.03 0.066
C -8.64229 34.82204 -19.75161 -0.62 0.58 0.22 -0.110
C -7.37168 34.16194 -19.22671 -0.24 0.15 -0.24 -0.247
C -6.70194 33.26639 -20.28302 0.72 -0.23 1.00 -0.229
C -5.18343 33.16172 -20.12951 0.41 0.67 -0.50 -0.253
C -4.70832 32.44897 -18.87745 1.03 -0.01 0.36 -0.259
C -3.19049 32.16664 -18.86360 -0.30 0.23 -0.45 -0.110
H -8.92598 35.69901 -19.16009 0.13 -0.11 0.18 0.070
H -9.50265 34.15229 -19.67629 0.08 -0.11 -0.24 0.059
H -8.59327 35.20828 -20.77325 0.27 -0.29 -0.09 0.058
H -6.67443 34.92876 -18.87820 0.07 0.00 -0.11 0.106
H -7.68209 33.60075 -18.34300 0.34 -0.14 0.05 0.106
H -6.92534 33.66586 -21.27047 -0.24 -0.34 -0.10 0.056
H -7.01411 32.22940 -20.12599 -0.66 0.09 -0.63 0.103
H -4.74348 32.70050 -21.02524 -0.20 -0.46 0.10 0.077
H -4.74223 34.16749 -20.18687 -0.04 0.07 0.36 0.112
H -4.87939 33.06313 -17.99012 -0.49 -0.03 -0.05 0.107
H -5.20013 31.48272 -18.74346 -0.34 0.13 0.00 0.110
H -2.62684 33.04967 -19.17325 -0.02 0.05 0.03 0.048
H -2.84816 31.89495 -17.86659 0.00 -0.16 -0.02 0.067
H -2.94775 31.37098 -19.57061 0.10 -0.06 0.08 0.070
C -14.00094 30.18151 -23.39127 0.43 0.11 0.45 -0.054
C -13.63286 31.51894 -24.00391 -0.76 0.68 -0.02 -0.442
C -12.43851 31.50442 -24.94841 0.07 -0.77 0.01 -0.211
O -12.16351 32.76542 -25.52253 -0.15 0.09 -0.31 -0.201
C -11.73728 33.77833 -24.64749 0.03 0.46 0.26 -0.132
N -14.78705 31.96299 -24.80791 0.40 0.68 -0.78 0.038
H -14.13364 29.42160 -24.15976 0.02 -0.01 -0.03 0.084
H -14.93517 30.28444 -22.83819 -0.10 0.00 -0.12 0.079
H -13.26525 29.85395 -22.65305 0.08 -0.11 -0.24 0.048
H -13.43100 32.28701 -23.24339 0.11 -0.45 0.37 0.118
H -12.67184 30.81881 -25.76610 -0.13 0.25 -0.24 0.134
H -11.52947 31.07466 -24.51182 -0.01 0.17 0.54 0.089
H -10.76735 33.56956 -24.18695 0.00 -0.15 0.07 0.020
H -12.44643 34.01610 -23.84713 -0.08 -0.23 -0.01 0.087
H -11.63263 34.69742 -25.22304 0.05 -0.12 -0.21 0.090
H -14.48057 32.80995 -25.29009 -0.19 -0.27 -0.19 0.069
H -15.60380 32.26059 -24.28829 0.16 -0.31 0.47 0.071